No. 1
Here is one molecule with the formula C26H30N4O2 from the OMol25 dataset. Energies are from ωB97M-V with the def2-TZVPD basis set.

Last column: Mulliken charge in e.
CARTESIAN COORDINATES (ANGSTROEM)
C1 -0.66801 -3.20324 -0.32113  -1.26
C2 0.55423 -2.32236 -0.16848  0.72
O1 0.48068 -1.13201 0.03822  -0.45
N1 1.72277 -3.02103 -0.28758  -0.08
C3 3.03752 -2.54261 -0.22423  -0.16
C4 3.31702 -1.18656 -0.13056  0.33
C5 4.63118 -0.73630 -0.07040  0.73
C6 5.67755 -1.64731 -0.08393  -0.59
C7 5.40011 -2.99992 -0.19556  -0.79
C8 4.09420 -3.45047 -0.26928  -0.61
H1 3.89042 -4.50923 -0.35290  0.36
H2 6.20925 -3.71450 -0.22174  0.38
H3 6.69305 -1.29080 -0.01299  0.48
C9 4.84398 0.74176 0.10139  0.16
O2 5.64366 1.20823 0.88726  -0.66
N2 4.01734 1.45547 -0.69961  -0.19
H4 3.48767 0.90821 -1.36354  0.34
C10 3.41008 2.76932 -0.45835  0.07
C11 2.00975 2.62351 -0.95909  -0.31
C12 0.95187 2.27733 -0.14013  0.93
N3 -0.09371 1.99263 -0.95662  0.73
N4 0.24510 2.13310 -2.24596  -1.29
C13 1.50377 2.51529 -2.26547  -0.73
H5 2.00039 2.70624 -3.19652  0.55
C14 -1.34117 1.44589 -0.63266  0.15
C15 -2.02909 1.78829 0.52134  -0.91
C16 -3.23916 1.18235 0.81414  -0.42
C17 -3.80160 0.23360 -0.02951  0.60
C18 -3.11022 -0.07314 -1.20077  -0.60
C19 -1.90310 0.51819 -1.50342  -0.84
H6 -1.37307 0.27218 -2.40956  0.52
H7 -3.51522 -0.79504 -1.89435  0.36
C20 -5.11780 -0.46716 0.26889  2.07
C21 -4.86808 -1.98019 0.35215  -1.65
H8 -4.48992 -2.37173 -0.58835  0.32
H9 -4.14142 -2.19798 1.13252  0.36
H10 -5.79387 -2.50049 0.58854  0.48
C22 -6.11460 -0.16548 -0.85881  -1.66
H11 -6.27770 0.90717 -0.93790  0.39
H12 -7.06902 -0.64602 -0.65393  0.46
H13 -5.75115 -0.52528 -1.81718  0.33
C23 -5.74224 -0.01406 1.59128  -2.17
H14 -5.96548 1.05001 1.57367  0.44
H15 -6.67552 -0.54961 1.75374  0.43
H16 -5.08268 -0.22712 2.42928  0.43
H17 -3.73930 1.47297 1.72345  0.47
H18 -1.63905 2.53819 1.19013  0.45
C24 0.99969 2.23076 1.34319  -0.92
H19 0.44168 1.36679 1.71131  0.47
C25 2.46036 2.15678 1.80500  -0.77
C26 3.36480 3.11834 1.03274  -1.36
H20 4.37382 3.07338 1.44153  0.53
H21 2.99220 4.14002 1.13146  0.48
H22 2.51373 2.38968 2.86972  0.37
H23 2.83014 1.13827 1.67752  0.32
H24 0.53960 3.13705 1.75278  0.50
H25 3.96999 3.53457 -1.01242  0.43
H26 2.49312 -0.49404 -0.07668  0.22
H27 1.64452 -4.02018 -0.41991  0.20
H28 -0.69446 -3.95162 0.46848  0.39
H29 -0.65205 -3.70884 -1.28436  0.38
H30 -1.55653 -2.58128 -0.25584  0.09

Calculated values
HOMO level (eV): -8.343
Strongest force on any atom (eV/A): 0.86
LUMO level (eV): 0.50
Relative energy (zero: lowest compared OMol25 entry of this formula, charge and spin) (eV): 0.077
SMILES: CC(=O)Nc1cccc(C(=O)N[C@@H]2CCCc3c2cnn3-c2ccc(C(C)(C)C)cc2)c1
E (Eh): -1378.32368



No. 2
Here is one molecule with the formula C26H30N4O3 from the OMol25 dataset. Energies are from ωB97M-V with the def2-TZVPD basis set.

Last column: Mulliken charge in e.
CARTESIAN COORDINATES (ANGSTROEM)
C1 0.91745 7.29340 0.66538  -0.93
H1 1.24064 8.26887 1.02493  0.23
O1 2.03416 6.45040 0.80489  -0.43
C2 1.92084 5.15321 0.42422  1.06
C3 0.77816 4.56881 -0.09736  -0.98
C4 0.76624 3.23201 -0.46868  -1.13
C5 1.90498 2.45785 -0.31959  -0.04
C6 3.05384 3.03319 0.22975  -0.32
C7 3.08283 4.36262 0.59870  0.92
O2 4.15405 5.00450 1.13172  -0.43
C8 5.32599 4.25983 1.36202  -0.90
H2 6.03355 4.95830 1.80563  0.22
H3 5.74159 3.86520 0.42931  0.36
H4 5.14661 3.43296 2.05622  0.37
H5 3.91238 2.39310 0.35338  0.54
C9 1.98840 1.01726 -0.67618  0.57
O3 2.79495 0.26269 -0.15995  -0.69
N1 1.10927 0.59462 -1.61867  -0.05
H6 0.50938 1.26644 -2.06825  0.24
C10 1.08420 -0.75292 -2.12961  -1.64
H7 1.86416 -1.31546 -1.61358  0.41
H8 1.31931 -0.73108 -3.20078  0.54
C11 -0.28233 -1.45064 -1.94715  0.71
N2 -0.37447 -2.20034 -0.70044  0.35
C12 -0.05786 -1.43056 0.49109  0.21
C13 -0.07813 -2.34450 1.72221  -1.63
N3 -1.36850 -2.97920 1.88585  0.16
C14 -2.36231 -2.35974 2.63053  1.14
C15 -3.70794 -2.35413 2.24716  -0.37
C16 -4.67829 -1.79208 3.05552  -0.83
C17 -4.34579 -1.21127 4.26545  -0.46
C18 -3.01878 -1.21432 4.66302  -0.67
C19 -2.04577 -1.78120 3.86706  -0.31
H9 -1.02658 -1.79376 4.22167  0.38
H10 -2.73811 -0.77751 5.61086  0.36
H11 -5.10613 -0.76842 4.89053  0.39
H12 -5.70784 -1.80307 2.72610  0.36
H13 -4.01514 -2.78205 1.30553  0.24
C20 -1.68733 -3.70902 0.68138  -1.66
C21 -1.69291 -2.79722 -0.54777  -0.30
H14 -1.92727 -3.38390 -1.43868  0.47
H15 -2.46965 -2.01898 -0.43008  0.32
H16 -2.64017 -4.22576 0.78979  0.54
H17 -0.90462 -4.46302 0.54359  0.40
H18 0.18096 -1.75622 2.59936  0.40
H19 0.67299 -3.12980 1.59216  0.35
H20 0.94206 -1.01239 0.40401  0.18
H21 -0.77979 -0.60552 0.64225  0.15
C22 -0.45559 -2.40228 -3.10473  -0.37
C23 -1.28807 -2.11353 -4.17908  -0.13
N4 -1.43415 -2.90360 -5.22793  -0.66
C24 -0.75192 -4.03436 -5.25849  -0.31
C25 0.10757 -4.42941 -4.24276  -0.58
C26 0.25889 -3.59557 -3.14932  -0.32
H22 0.90679 -3.85533 -2.32630  0.41
H23 0.64367 -5.36350 -4.30850  0.40
H24 -0.90545 -4.64815 -6.13618  0.38
H25 -1.87198 -1.20097 -4.19985  0.39
H26 -1.07183 -0.67146 -2.00234  0.50
H27 -0.15598 2.81112 -0.84098  0.37
H28 -0.12277 5.14909 -0.21736  0.37
H29 0.60497 7.37931 -0.38068  0.37
H30 0.07261 6.94746 1.27001  0.37

Calculated values
HOMO level (eV): -7.550
Strongest force on any atom (eV/A): 0.55
LUMO level (eV): 0.59
Relative energy (zero: lowest compared OMol25 entry of this formula, charge and spin) (eV): 3.299
SMILES: COc1ccc(C(=O)NC[C@@H](c2cccnc2)N2CCN(c3ccccc3)CC2)cc1OC
E (Eh): -1453.48777



no.,HOMO-LUMO gap (eV)
1,8.844
2,8.136